Computed, not measured: 2 unconnected molecules or ions with the total composition C2H8O5Si, with ωB97M-V/def2-TZVPD.

```
16
Properties=species:S:1:pos:R:3:forces:R:3:nbo_charge:R:1
C -1.11043 0.83940 0.29259 -2.340 -0.046 -0.009 0.257
C 3.15648 0.49908 0.08893 0.068 0.732 -4.332 0.990
O 0.16708 1.22973 0.48103 1.817 -0.384 -0.684 -0.751
O 4.46953 0.21240 0.00347 0.081 -0.567 -1.237 -0.675
O 2.85212 1.03605 1.22986 2.857 -1.061 0.684 -0.644
O 2.44769 0.43966 -0.94689 0.771 -0.204 2.677 -0.701
O -1.20406 -0.54645 0.16000 2.116 1.097 1.760 -0.933
Si -2.04496 -1.50130 -0.74060 -0.927 -1.924 -3.098 1.225
H -1.81286 1.08277 1.11744 0.864 0.462 -0.251 0.161
H 0.60030 0.87805 -0.35476 0.361 0.701 1.218 0.512
H 4.68543 -0.01013 -0.97018 -0.869 0.437 2.252 0.515
H 1.96591 1.28785 1.24944 -3.077 0.623 -0.027 0.523
H -1.42808 1.30908 -0.63292 -0.718 0.117 -0.276 0.131
H -3.37649 -0.90178 -0.91561 -0.302 -0.081 -0.135 -0.227
H -1.40874 -1.62069 -2.27685 -0.792 -0.090 2.117 -0.201
H -2.14527 -2.76018 0.07093 0.087 0.190 -0.660 -0.184
```
Forces are in eV/Å.

The LUMO energy comes out at 0.530 eV. The value obtained for the electronic energy is -20318.914 eV. The largest force on an atom is 0.0854 hartree/bohr. As for the structure (SMILES): OCO[SiH3].O=C(O)O. The orbital gap is 0.403 hartree. The value obtained for the HOMO energy is -10.446 eV.